# 1
21
Properties=species:S:1:pos:R:3 method="wB97M-V/def2-TZVPD" lumo_ev=0.5492 homo_lumo_gap_ev=8.21 smiles="C1=C[C@@]23OSC=CC2=CCN3C1" homo_ev=-7.664
C -1.87 1.39 0.85
C 1.41 -1.77 0.84
C 0.12 -1.42 0.88
C 0.41 1.83 -0.32
C -3.00 0.70 0.64
C -0.56 1.11 0.26
C 1.90 -1.34 -0.55
C 1.44 1.04 -1.04
C -0.22 -0.39 -0.12
N 0.95 -0.33 -1.00
O -1.52 -0.97 -0.78
S -3.16 -0.58 -0.59
H -1.80 2.20 1.44
H 1.75 -2.54 1.55
H -0.61 -1.77 1.57
H 0.28 2.83 -0.28
H -4.02 0.77 0.96
H 2.90 -1.13 -0.56
H 1.82 -2.19 -1.27
H 1.46 1.30 -2.03
H 2.32 1.26 -0.46


# 2
20
Properties=species:S:1:pos:R:3 method="wB97M-V/def2-TZVPD" lumo_ev=0.5694 homo_lumo_gap_ev=10.64 smiles=C#C[C@@](O)(CO)[C@@H]1C[C@@H]1O homo_ev=-10.075
O -1.25 -1.55 1.60
C -1.46 -1.36 0.24
C -1.91 -0.01 -0.21
C -0.52 -0.47 -0.60
C 0.78 0.16 -0.10
C 0.66 1.52 0.62
O 0.08 1.50 1.89
C 1.63 0.40 -1.29
C 2.32 0.61 -2.26
H -1.86 -2.23 -0.28
H -2.67 0.07 -0.98
H -1.97 0.75 0.58
H -0.42 -0.82 -1.63
H 1.68 1.91 0.74
H 0.13 2.21 -0.06
H 2.92 0.80 -3.13
H -0.70 0.91 1.89
H -0.41 -2.05 1.74
O 1.44 -0.74 0.83
H 1.53 -1.61 0.42


Looking at ΔE to the lowest compared entry with this formula, charge and spin for the records above, in order, we have 4.262, 3.336 eV.